No. 1
The following is a quantum chemistry calculation of 3 unconnected molecules or ions with the total composition C2H10NO4 at a distorted geometry, from OMol25.

```
17
Properties=species:S:1:pos:R:3:mulliken_charge:R:1
O -1.391 1.085 -1.081 -0.46
C -1.227 0.726 0.017 0.53
O -1.196 1.446 1.187 -0.41
C -1.199 -0.864 0.431 -0.51
N -0.551 -1.901 -0.552 -0.35
H -1.176 2.396 1.005 0.36
H -0.736 -0.893 1.455 0.34
H -2.264 -1.188 0.395 0.32
H -1.067 -2.732 -0.447 0.33
H -0.459 -1.474 -1.558 0.38
H 0.511 -1.790 -0.322 0.44
H 2.430 -0.600 -1.262 0.32
H 1.500 0.011 -2.110 0.32
O 1.553 -0.805 -1.626 -0.63
H 1.528 2.411 2.196 0.31
H 2.301 2.242 0.922 0.31
O 1.443 1.931 1.351 -0.59
```

Net charge: +1
Orbital gap, eV: 11.476
Lowest unoccupied orbital energy, eV: -3.42
Max |F|, eV/A: 6.5

---

No. 2
The following is a quantum chemistry calculation of 4 unconnected molecules or ions with the total composition C2H10NO5 at a distorted geometry, from OMol25.

```
18
Properties=species:S:1:pos:R:3:mulliken_charge:R:1
O 1.205 0.992 1.311 -0.79
C 0.514 0.550 0.329 0.66
O 0.405 -0.655 0.040 -0.79
C -0.370 1.676 -0.253 -0.44
N -0.966 1.286 -1.564 -0.67
H -1.095 1.955 0.500 0.22
H 0.284 2.523 -0.458 0.26
H -0.313 1.589 -2.274 0.28
H -0.978 0.273 -1.563 0.27
H -2.988 -1.568 -0.448 0.35
H -3.528 -3.028 -0.318 0.31
O -3.675 -2.171 -0.727 -0.67
H 1.438 -1.899 2.640 0.30
H 0.358 -1.644 1.636 0.35
O 0.801 -2.377 2.126 -0.68
H 2.821 0.907 0.434 0.40
H 2.770 0.533 -1.000 0.30
O 3.316 1.058 -0.413 -0.68
```

Net charge: -1
Orbital gap, eV: 8.481
Lowest unoccupied orbital energy, eV: 3.55
Max |F|, eV/A: 3.3